{
  "formula": "C3H3Cl2NO",
  "method": "wB97M-V/def2-TZVPD",
  "e_above_lowest_kcal_mol": 98.01,
  "smiles": "O/N=C\\Cl.C#CCl",
  "charge": 0,
  "homo_ev": -10.2,
  "orbital_gap_ev": 10.8,
  "e_tot_ev": -31737.45052,
  "species": ["O", "H", "H", "C", "N", "H", "C", "Cl", "Cl", "C"],
  "xyz": [[2.673232, -1.691357, -1.457674], [2.621611, -0.871333, -0.896518], [-2.404620, -1.674636, -1.786105], [0.485598, -1.729285, -0.911351], [1.460065, -2.242666, -1.504481], [-0.459920, -2.077680, -0.800828], [-2.494007, -0.973490, -0.959210], [-2.923232, 0.746214, 1.236547], [0.797054, -0.407333, 0.146965], [-2.618590, -0.237312, -0.009592]],
  "forces_ev_per_a": [[0.343, 0.867, 0.528], [0.089, -0.629, -0.370], [-0.106, 0.687, 0.634], [3.192, 1.213, 0.758], [-0.724, -1.299, -1.271], [-2.329, -1.387, -0.259], [-0.248, 0.081, 0.241], [0.027, 0.470, 0.584], [-0.221, 1.183, 0.713], [-0.023, -1.186, -1.559]]
}

{
  "formula": "C5H6S",
  "method": "wB97M-V/def2-TZVPD",
  "e_above_lowest_kcal_mol": 104.16,
  "charge": 0,
  "homo_ev": [-7.3, -7.3],
  "orbital_gap_ev": [7.1, 6.9],
  "e_tot_ev": -16112.02168,
  "species": ["C", "H", "C", "H", "H", "C", "H", "H", "C", "H", "C", "S"],
  "xyz": [[-0.650667, -1.225343, -0.145680], [2.301501, -0.230127, -0.573766], [0.875555, 1.087267, 0.076008], [-0.818576, 2.464318, -0.234388], [-0.046679, -1.041117, 0.689248], [2.033063, 0.473854, 0.255608], [2.471662, 0.266411, 1.275752], [-1.024560, -2.252426, -0.171746], [-0.242755, 1.609271, -0.081598], [-0.033207, -1.022170, -0.988640], [-1.687848, -0.237570, -0.116712], [-3.177488, 0.107630, 0.015911]],
  "forces_ev_per_a": [[-1.560, -1.170, -0.842], [0.439, 0.994, 0.730], [1.695, 0.601, 0.503], [-0.410, 1.057, -0.359], [1.021, -0.005, 1.390], [0.157, -1.866, 0.239], [-0.567, 0.452, -1.327], [0.004, 0.066, 0.071], [-2.295, -2.496, 0.036], [0.551, -0.039, -0.804], [2.011, 2.498, 0.478], [-1.046, -0.092, -0.116]]
}

{
  "formula": "C23H29FN6S",
  "method": "wB97M-V/def2-TZVPD",
  "e_above_lowest_kcal_mol": 4.10,
  "smiles": "Fc1ccc(Cn2nnnc2[C@@H](c2cccs2)N2CCN(C3CCCCC3)CC2)cc1",
  "charge": 0,
  "homo_ev": -8.0,
  "orbital_gap_ev": 8.6,
  "e_tot_ev": -46814.13754,
  "species": ["H", "H", "C", "C", "C", "C", "H", "N", "F", "H", "H", "H", "C", "N", "C", "H", "H", "C", "H", "H", "C", "H", "H", "H", "C", "C", "H", "C", "S", "H", "C", "H", "H", "H", "H", "C", "C", "H", "C", "H", "H", "H", "N", "H", "C", "H", "C", "H", "H", "C", "H", "C", "H", "C", "C", "N", "C", "N", "C", "N"],
  "xyz": [[-3.779065, 0.008180, 5.876207], [0.800017, 0.730195, -4.311874], [0.622262, 0.984497, 2.780375], [2.428728, 0.738022, -2.905667], [-2.673563, 1.456423, -0.186884], [-0.744013, 2.867701, -0.412184], [-2.079836, 1.395712, 2.351982], [1.004655, -2.186805, -0.831071], [-2.006099, 2.024321, -3.686685], [1.017123, -2.890664, -3.331439], [2.818104, -2.723907, 0.035855], [2.426851, 1.824930, -2.795746], [-1.634867, 2.171370, 0.396390], [-0.107852, 2.030129, 2.306112], [-2.810244, 1.408940, -1.562242], [2.823445, -1.552082, -4.390037], [2.101362, 0.405819, -0.807704], [-0.863387, 2.824422, -1.789350], [-1.812079, 3.155725, 2.290985], [-1.439552, -0.672841, 0.999646], [1.820592, 0.345714, -4.247637], [3.467684, 0.402051, -2.865517], [-3.381902, 0.929481, 0.435493], [0.979396, -0.811821, 3.747139], [1.646557, -1.424582, -1.888675], [-0.336841, -1.840415, -0.431687], [-3.607622, 0.852301, -2.028163], [1.798905, -1.172737, -4.390491], [-1.598005, 0.510566, 4.929550], [0.621030, 0.477850, -1.780104], [0.231383, -0.441463, 3.029238], [0.054690, 3.437747, 0.039965], [-0.012102, -1.458681, -3.277934], [2.397077, 0.789754, -5.061688], [2.690452, -1.760830, -1.902564], [-1.893472, 2.087197, -2.344794], [1.022662, -1.803783, -3.238913], [2.246951, -0.593831, 1.166469], [-1.119085, -0.579668, 3.662141], [1.339392, -1.451424, -5.340963], [-0.820677, -2.760073, -0.081103], [-0.171017, 3.348781, -2.428243], [0.355937, -1.286086, 1.847684], [-4.036453, -2.054241, 4.274102], [-3.188425, -1.393947, 4.298198], [1.367245, -3.490459, 0.713068], [-3.082906, -0.336361, 5.138242], [-0.010037, 0.154217, 0.337587], [-0.895450, -1.462463, -1.287640], [-2.059815, -1.539137, 3.457284], [-1.942644, -2.326214, 2.735988], [-0.398140, -0.808633, 0.703041], [2.270341, -1.927829, 2.335271], [-1.479759, 2.187166, 1.900667], [1.648408, 0.106907, -1.755529], [1.874906, 2.686106, 2.599524], [1.740212, -1.523765, 1.469962], [1.854560, 1.411575, 2.953297], [1.782043, -2.550250, 0.329712], [0.731936, 3.071193, 2.221355]],
  "forces_ev_per_a": [[-0.200, 0.021, 0.152], [-0.080, 0.061, -0.036], [-0.134, 0.479, -0.199], [-0.320, 0.120, -0.045], [0.159, 0.196, 0.056], [-0.082, -0.040, -0.002], [0.110, 0.134, -0.005], [0.098, -0.085, 0.120], [0.003, 0.007, 0.061], [-0.054, -0.021, 0.046], [0.001, -0.040, -0.003], [0.095, 0.016, 0.013], [-0.068, 0.016, 0.008], [1.051, -0.740, 0.631], [0.048, 0.043, -0.253], [0.063, -0.048, -0.049], [-0.103, 0.028, 0.065], [-0.166, -0.072, -0.173], [0.017, -0.216, 0.076], [0.012, 0.067, -0.036], [0.347, -0.095, -0.026], [0.092, 0.037, 0.007], [-0.062, -0.104, 0.088], [-0.115, 0.141, -0.172], [-0.306, 0.042, -0.208], [-0.115, 0.172, 0.103], [-0.075, -0.055, -0.084], [-0.345, 0.153, -0.041], [-0.178, -0.508, -0.268], [-0.069, 0.011, 0.076], [0.164, -0.341, -0.040], [0.033, 0.019, -0.037], [-0.127, 0.011, 0.019], [-0.064, 0.056, -0.045], [-0.016, 0.009, -0.017], [0.024, -0.008, 0.151], [0.458, -0.060, 0.003], [-0.007, -0.070, 0.046], [-0.152, 0.190, 0.436], [0.077, -0.050, -0.041], [-0.125, 0.059, -0.004], [0.068, 0.053, -0.103], [-0.081, -0.089, 0.154], [-0.170, -0.094, 0.026], [-0.164, 0.077, 0.160], [0.111, -0.008, 0.083], [0.253, 0.240, 0.054], [-0.059, -0.070, 0.044], [-0.064, -0.017, -0.019], [0.256, 0.169, -0.075], [0.086, -0.143, -0.172], [-0.091, -0.137, -0.285], [0.045, 0.038, 0.006], [-0.570, 0.268, -0.330], [0.367, -0.167, 0.018], [0.749, 0.585, 0.010], [0.208, -0.213, -0.172], [-0.010, -0.960, 0.328], [0.072, 0.102, 0.219], [-0.894, 0.831, -0.317]]
}